{
  "formula": "C68H157O35",
  "method": "ωB97M-V/def2-TZVPD",
  "elements": ["O", "O", "O", "O", "O", "O", "O", "O", "O", "O", "O", "O", "O", "O", "O", "O", "O", "O", "O", "O", "O", "O", "O", "O", "O", "O", "O", "O", "O", "O", "O", "O", "O", "O", "O", "C", "C", "C", "C", "C", "C", "C", "C", "C", "C", "C", "C", "C", "C", "C", "C", "C", "C", "C", "C", "C", "C", "C", "C", "C", "C", "C", "C", "C", "C", "C", "C", "C", "C", "C", "C", "C", "C", "C", "C", "C", "C", "C", "C", "C", "C", "C", "C", "C", "C", "C", "C", "C", "C", "C", "C", "C", "C", "C", "C", "C", "C", "C", "C", "C", "C", "C", "C", "H", "H", "H", "H", "H", "H", "H", "H", "H", "H", "H", "H", "H", "H", "H", "H", "H", "H", "H", "H", "H", "H", "H", "H", "H", "H", "H", "H", "H", "H", "H", "H", "H", "H", "H", "H", "H", "H", "H", "H", "H", "H", "H", "H", "H", "H", "H", "H", "H", "H", "H", "H", "H", "H", "H", "H", "H", "H", "H", "H", "H", "H", "H", "H", "H", "H", "H", "H", "H", "H", "H", "H", "H", "H", "H", "H", "H", "H", "H", "H", "H", "H", "H", "H", "H", "H", "H", "H", "H", "H", "H", "H", "H", "H", "H", "H", "H", "H", "H", "H", "H", "H", "H", "H", "H", "H", "H", "H", "H", "H", "H", "H", "H", "H", "H", "H", "H", "H", "H", "H", "H", "H", "H", "H", "H", "H", "H", "H", "H", "H", "H", "H", "H", "H", "H", "H", "H", "H", "H", "H", "H", "H", "H", "H", "H", "H", "H", "H", "H", "H", "H", "H", "H", "H", "H", "H", "H"],
  "positions_angstrom": [[-2.37131, 5.48007, -1.14133], [1.76698, -4.78834, 3.72447], [7.92587, -2.82269, -2.04444], [3.07368, 0.64460, 8.06584], [2.74373, -2.00992, 2.74918], [5.14189, -0.56798, 6.32970], [-2.96318, -4.54063, -2.31551], [-2.02811, -5.43228, 1.63272], [5.66450, -1.43437, -0.93763], [-6.33535, -1.80632, 0.01840], [-1.33877, 4.37999, 3.94383], [0.80132, -0.65101, 4.46107], [2.75612, 3.01961, 2.63181], [0.71607, 5.02342, 2.15884], [6.88871, 0.14852, 3.77458], [-4.91862, 0.29566, 1.18123], [-4.57065, -3.12285, -4.78997], [1.57231, -3.60002, -4.39521], [0.51012, 1.21604, -0.43562], [-3.83140, 1.60954, -3.49969], [-4.39698, 6.41079, 0.65389], [1.66580, -0.63646, -1.16049], [-0.61421, -8.32573, 3.27975], [-3.87384, 9.34633, 1.93491], [3.71240, 3.85086, -2.29673], [-9.46263, -1.78932, 0.22047], [3.36432, -1.55405, -4.68466], [-6.83641, 1.43210, -4.40609], [-1.29515, -7.36019, -0.85625], [5.57776, 0.66307, -5.08369], [5.90211, 0.98896, 0.48963], [-3.03877, -3.22117, 2.98534], [1.21562, 3.75793, -4.32800], [-1.62447, -0.35368, -4.13468], [-1.30252, 4.26078, -6.75455], [-0.56088, -0.97013, -0.47382], [7.76192, 0.05453, 4.92504], [8.62904, -2.55351, -3.25754], [6.31766, 1.89204, -4.74811], [3.63651, -2.63352, -3.79779], [-2.94707, -5.68900, -1.43349], [-3.20500, -2.44483, 4.14784], [1.61081, -4.11854, 4.96058], [-1.68058, 4.85195, 2.67428], [5.42131, 0.23975, 4.04061], [6.86883, -1.75076, -0.22734], [-0.60390, -0.65877, -5.03568], [0.44430, -4.26756, -3.92327], [4.41364, -1.27901, 7.28339], [0.61889, 3.60868, -5.56885], [2.18721, 3.31667, 1.35174], [-8.55609, -2.37013, -0.66859], [-0.73629, 4.18358, -5.46356], [-3.58335, -3.79434, -5.42714], [-3.92335, 1.27354, 1.38913], [3.43780, 5.20675, -2.56322], [-5.25566, 7.42956, 1.10080], [-1.09427, -9.50322, 3.86790], [-6.20969, 2.22971, -3.37788], [-1.61204, -4.11173, 1.39509], [1.60338, -1.42474, 2.24153], [-4.26090, -0.91323, 0.74997], [-5.25127, -2.02241, 0.96560], [-1.67537, -3.24032, 2.65197], [-0.56759, 5.62249, 2.05592], [1.25814, -0.27250, 3.17549], [2.30264, -3.09369, -3.29142], [-6.26286, 1.56077, -5.65371], [-7.25559, -2.82412, -0.04102], [2.97976, -4.46728, 3.11062], [-9.38310, -0.40637, 0.40867], [3.49256, -0.29516, -4.06358], [3.04743, -3.28420, 2.17843], [-1.51562, 0.99994, -3.66231], [3.51519, 1.76550, 7.37010], [0.65544, -0.01881, -0.73143], [-4.24226, -2.82793, -3.47266], [-2.67842, 9.21870, 1.35400], [0.75288, 3.79667, 1.46525], [8.10127, -1.74669, -1.13808], [-3.67084, 4.87963, -1.04853], [-4.64719, 5.96476, -0.66639], [4.67985, 0.64108, 0.00943], [-4.27381, -4.02345, -2.51304], [-0.99452, -6.27380, 2.09282], [6.25643, 2.31001, 0.48731], [4.02167, -0.32827, 8.38569], [4.56965, -0.83936, -0.13884], [1.95412, 2.68956, -3.73537], [-1.58399, -7.57762, 2.62807], [-4.97183, 1.66662, -2.73395], [4.92688, 0.17868, -3.84710], [4.83693, -0.81113, 4.97025], [-2.37454, 3.66199, 4.55025], [2.46714, 3.07177, -2.35587], [-2.67824, 1.18926, -2.79228], [-1.55201, -6.16306, -1.59922], [-4.48604, 8.11119, 2.24557], [-0.13608, -8.02921, -1.20748], [3.42627, 4.10965, 3.17568], [-1.39855, 4.61578, -1.67152], [-2.62823, 4.66510, -6.83720], [0.76690, 0.52971, 5.23391], [-1.83742, 4.11633, -2.53496], [-2.00057, 3.07962, 5.37646], [-5.84674, 3.18018, -3.80994], [5.53448, -0.66821, -3.45435], [-0.14863, -2.03312, -0.41678], [-7.09663, 1.40314, -6.33861], [9.61439, -2.22091, -3.00616], [-0.25003, -3.59090, -3.41376], [-0.49779, 6.51372, 2.59581], [2.36142, -3.47421, 1.39803], [-5.19306, 0.62479, -2.32010], [1.84333, -2.20434, -2.83564], [-10.04290, 0.17759, -0.21461], [-1.34243, 3.51865, -4.81011], [3.24847, -5.38439, 2.54791], [-5.11574, -2.21880, -3.12054], [-2.48735, 1.92802, -2.03335], [0.76154, -4.67239, 5.43321], [2.91888, 0.36340, -4.67891], [3.77990, 1.48557, 6.30717], [-9.20921, -3.26038, -1.05603], [-0.58589, 0.06967, -5.89895], [-2.86857, -1.39653, 3.97416], [2.52666, -4.21098, 5.51993], [-3.61134, -3.47140, -6.47243], [-1.23452, -2.26355, 2.48497], [4.08414, 3.73223, 3.94562], [-2.84323, 2.92541, 3.91085], [-6.86904, -3.60396, -0.71827], [-0.78892, 5.89402, 1.00936], [-2.66339, -2.76676, 5.08206], [-2.86942, 0.18106, -2.31841], [2.15223, 2.48753, 0.65335], [-2.76359, 8.71855, 0.41615], [-3.96419, -0.87577, -0.26671], [2.80365, 4.11088, 0.92192], [4.96466, -2.12520, 7.61433], [-5.47960, 0.78556, -5.70051], [2.96303, -0.32640, -3.13076], [4.25739, -2.26965, -2.93194], [4.18670, -3.34696, -4.36404], [-3.45836, 1.61752, 0.39745], [6.98421, -0.94814, 0.51203], [-5.24261, 8.38388, 2.97891], [0.35983, 0.29384, 6.21595], [-4.33030, 2.14882, 1.90436], [-0.55219, 5.18250, -2.00986], [-1.88147, 3.97762, 2.03560], [-2.52149, -7.41435, 3.17534], [-2.84226, 5.62570, -6.37502], [-4.94632, -4.81649, -2.96789], [9.00989, -1.93394, -0.56489], [-0.43846, -5.81323, 2.96471], [1.10407, 4.02893, -6.44326], [0.19564, 1.32565, 4.73170], [2.74950, 2.30997, -4.37804], [-1.91042, -8.04419, 1.67984], [5.19346, 1.25569, 4.35022], [4.94890, 0.16833, 8.69110], [8.13184, -0.77868, -1.65524], [7.28113, 2.42477, 0.89975], [-1.11215, -3.73083, 3.40965], [4.50315, -1.40094, 0.79910], [-3.93323, 4.41975, -2.00681], [5.18194, -1.77456, 4.57692], [2.81091, 5.26230, -3.50365], [4.43514, 1.22058, -0.95585], [0.71555, -2.02881, 2.29395], [-4.80195, 2.26163, -1.82333], [-3.26609, 3.91956, -6.44773], [4.96731, 0.12323, 3.14871], [-3.41418, -1.01317, 1.41481], [-0.36591, -9.96638, 4.49943], [8.80119, -3.58182, -3.60134], [-2.63153, -3.50304, -4.96062], [-2.29292, -3.68062, 0.64466], [-1.47857, 1.82121, -4.43141], [-4.39996, 6.81335, -1.35224], [-4.26692, -2.40675, 4.41527], [-0.62765, 1.06712, -3.06212], [0.28801, 3.06059, 2.00236], [-0.22031, -6.41474, 1.29892], [-4.68661, -3.74932, -1.55010], [-1.30039, -6.51967, -2.64879], [-4.82436, -2.99396, 0.68054], [-0.70415, 5.09448, -4.91403], [-2.80850, 4.77266, -7.89900], [-0.89638, -5.32439, -1.45400], [1.23784, 1.86907, -3.74456], [0.77112, -7.55247, -0.91181], [-2.17109, 10.18848, 1.18954], [-5.55239, 8.13794, 0.35183], [-1.94262, -9.42860, 4.54318], [-3.15822, -5.37431, -0.42941], [-6.16544, 7.07570, 1.67627], [-0.95339, -0.74879, 0.54612], [3.90642, -4.25636, 3.79364], [0.28120, 3.78229, 0.44555], [3.57912, -0.84895, 9.21230], [-5.65281, 5.56989, -0.89041], [-5.64588, -1.92797, 1.98887], [2.20652, 0.27379, 3.21112], [0.34665, -0.58705, -4.52119], [-3.63003, -6.48254, -1.76895], [-8.39054, -0.07408, 0.34574], [0.51598, 0.44418, 2.66168], [-0.07417, -8.05497, -2.31307], [3.42406, -1.63413, 6.90759], [3.63389, -1.02555, -0.74457], [3.94037, 0.91894, 0.72945], [-2.56527, 5.50086, 2.70287], [-9.75601, -0.19711, 1.39525], [-0.25961, -9.06663, -0.83220], [6.81478, -2.78329, 0.17915], [-1.00227, 3.98894, -0.93195], [0.47650, 2.50051, -5.77220], [2.66010, 2.50916, 7.34135], [-1.94841, 8.71734, 1.99924], [4.36005, 5.80005, -2.74630], [3.75670, -0.69085, 4.88242], [5.46091, 2.92306, 0.96655], [7.22732, -0.65506, 5.58924], [-3.64131, 4.11950, -0.24623], [1.71126, 3.60519, -1.80026], [4.16556, 4.49267, 2.42503], [7.92509, 1.02719, 5.38688], [1.80403, 0.88441, 5.35254], [-3.07666, 0.93689, 2.00063], [-3.09688, 4.32493, 5.10919], [4.89528, 1.07011, -3.20325], [-7.39788, -3.32681, 0.92169], [2.43773, -3.94069, -2.60905], [2.73218, 2.16161, -1.83381], [-3.60707, -4.88786, -5.41175], [6.72147, 2.25609, -5.72496], [1.41318, -3.03920, 4.90605], [-1.39033, -0.96213, -1.20441], [8.65662, -0.41421, 4.56181], [4.38739, 2.24559, 7.86075], [4.11809, -3.26338, 1.84461], [-1.31485, -10.21121, 3.09391], [2.90791, 5.78099, -1.79921], [2.65349, 4.82743, 3.51944], [8.12520, -1.91190, -3.97931], [-3.26657, -2.35826, -3.42484], [-8.29729, -1.68102, -1.47251], [7.21046, 1.62107, -4.10871], [5.76342, 2.66071, -4.12531], [0.08666, -4.72158, -4.82443], [-0.61644, -4.08127, 0.91699], [-5.91404, 2.56047, -5.75008], [-3.73114, 7.42819, 2.71053], [1.67466, -1.03776, 1.21862], [0.80153, -5.07284, -3.29942], [-6.92522, 2.33816, -2.63351], [-0.65793, -1.64011, -5.40770], [6.41196, 2.72623, -0.53061]],
  "total_charge": -1,
  "max_force_ev_per_a": 4.472,
  "gap_ev": 8.36
}